Entry 1:
# C21H30N2O5

C21H30N2O5 in the gas phase (ωB97M-V with the def2-TZVPD basis set, the OMol25 dataset).

Computed properties:
* SMILES: CCOC(=O)c1cc(NC(=O)CC(C)(C)CC(=O)O)ccc1N1CCCCC1
* E: -1303.99521 a.u.
* HOMO energy: -0.274 Ha
* energy above the lowest of the compared OMol25 structures with the same formula, charge and spin: 0.0 kcal per mole

Geometry as ORCA input:
```
! RIJCOSX wB97M-V def2-TZVPD def2/J DEFGRID3
* xyz 0 1
C 3.5303 -1.8230 -3.5070
C 3.5430 -0.5730 -2.6468
O 2.6211 -0.7535 -1.5738
C 2.4051 0.3156 -0.7962
O 2.9548 1.3761 -0.9686
C 1.3584 0.0548 0.2278
C 0.3506 1.0055 0.3119
C -0.7434 0.8053 1.1427
N -1.7945 1.7203 1.2633
C -2.0972 2.7675 0.4528
O -1.4020 3.1542 -0.4632
C -3.4056 3.4551 0.8128
C -4.6626 2.7898 0.2092
C -5.8520 3.7212 0.4768
C -4.9497 1.4325 0.8551
C -4.5085 2.6432 -1.3157
C -3.3590 1.7769 -1.7814
O -3.0236 0.7195 -1.3119
O -2.7772 2.3003 -2.8579
C -0.7974 -0.3621 1.8999
C 0.2245 -1.2857 1.8538
C 1.3387 -1.1026 1.0275
N 2.3852 -2.0094 0.9814
C 3.7340 -1.5331 1.2159
C 4.7427 -2.4158 0.4876
C 4.5937 -3.8577 0.9601
C 3.1495 -4.2995 0.7530
C 2.1912 -3.3531 1.4774
H 4.2193 -1.7026 -4.3382
H 3.8286 -2.6889 -2.9215
H 2.5304 -1.9979 -3.8945
H 3.2462 0.3101 -3.2243
H 4.5406 -0.3819 -2.2329
H 0.4125 1.8915 -0.2982
H -2.4912 1.4587 1.9464
H -3.5133 3.5050 1.8983
H -3.3361 4.4737 0.4259
H -5.6931 4.6967 0.0235
H -5.9904 3.8598 1.5467
H -6.7670 3.2994 0.0675
H -5.9098 1.0560 0.5080
H -4.1915 0.7040 0.5853
H -5.0005 1.5271 1.9388
H -5.4208 2.1941 -1.7184
H -4.3795 3.6236 -1.7755
H -1.9999 1.7798 -3.1143
H -1.6441 -0.5408 2.5489
H 0.1600 -2.1561 2.4875
H 3.8218 -0.4977 0.8867
H 3.9530 -1.5595 2.2987
H 5.7530 -2.0491 0.6766
H 4.5481 -2.3650 -0.5832
H 5.2728 -4.5114 0.4096
H 4.8489 -3.9239 2.0208
H 3.0021 -5.3160 1.1220
H 2.9146 -4.2820 -0.3125
H 1.1649 -3.6608 1.2711
H 2.3705 -3.4151 2.5647
*
```

Results of the Löwdin charge analysis, in e, for atoms 1 through 2: -0.0604, -0.2275



Entry 2:
# C21H30N3O

2 unconnected molecules or ions with the total composition C21H30N3O in a non-equilibrium geometry (ωB97M-V with the def2-TZVPD basis set, the OMol25 dataset).

Computed properties:
* E: -1057.36794 a.u.
* HOMO energy: -0.396 Ha
* energy above the lowest of the compared OMol25 structures with the same formula, charge and spin: 54.3 kcal per mole

Geometry as ORCA input:
```
! RIJCOSX wB97M-V def2-TZVPD def2/J DEFGRID3
* xyz 1 1
C 6.8442 -1.8374 4.8387
N 6.3252 -1.2816 3.5854
C 6.8866 -1.8862 2.3769
C 5.0624 -0.6058 3.5527
C 4.9926 0.7962 3.6216
C 3.7885 1.4432 3.6826
C 2.5758 0.7236 3.6806
C 1.3366 1.3912 3.9147
C 0.1047 0.7604 3.8614
C -1.0684 1.2477 4.4047
C -2.2909 0.5083 4.4157
C -3.2736 0.7880 5.3858
C -4.4131 0.0370 5.4676
C -4.6575 -1.0136 4.5657
N -5.8892 -1.7453 4.6173
C -7.0352 -1.3691 3.7896
C -6.0156 -3.0260 5.3160
C -3.6844 -1.2904 3.5895
C -2.5343 -0.5541 3.5189
C 2.6548 -0.6803 3.5471
C 3.8577 -1.3257 3.4894
H 6.2558 -1.4729 5.6777
H 6.7856 -2.9243 4.8260
H 7.8802 -1.5360 4.9841
H 6.3279 -1.5493 1.5066
H 7.9279 -1.5873 2.2612
H 6.8238 -2.9720 2.4310
H 5.9137 1.3511 3.6403
H 3.7575 2.5179 3.7359
H 1.3739 2.4191 4.2372
H 0.0708 -0.2328 3.4500
H -1.0370 2.1857 4.9333
H -3.0909 1.5733 6.1002
H -5.1450 0.2383 6.2298
H -6.8175 -0.4451 3.2590
H -7.2451 -2.1482 3.0589
H -7.9131 -1.2138 4.4142
H -5.0922 -3.2536 5.8433
H -6.8275 -2.9777 6.0406
H -6.2166 -3.8258 4.6048
H -3.8640 -2.0825 2.8845
H -1.8180 -0.7650 2.7451
H 1.7505 -1.2607 3.5293
H 3.8929 -2.3996 3.4375
O -2.6860 5.2855 -0.1374
C -2.7186 5.3229 1.2698
C -2.8082 3.9252 1.8796
N -1.6489 3.1032 1.5678
H -2.6787 6.1974 -0.5133
H -1.8092 5.8271 1.6183
H -3.5705 5.9418 1.5820
H -2.9439 4.0007 2.9678
H -3.6960 3.4152 1.4854
H -0.8093 3.6669 1.5076
H -1.4853 2.3974 2.2797
*
```

Results of the Löwdin charge analysis, in e, for atoms 1 through 2: -0.0589, -0.2299



Entry 3:
# C21H30N4O5S

C21H30N4O5S in the gas phase in a non-equilibrium geometry (ωB97M-V with the def2-TZVPD basis set, the OMol25 dataset).

Computed properties:
* SMILES: CCCN1CCN(C(=O)C2CCN(S(=O)(=O)c3ccc4c(c3)oc(=O)n4C)CC2)CC1
* E: -1811.66916 a.u.
* HOMO energy: -0.315 Ha
* energy above the lowest of the compared OMol25 structures with the same formula, charge and spin: 32.1 kcal per mole

Geometry as ORCA input:
```
! RIJCOSX wB97M-V def2-TZVPD def2/J DEFGRID3
* xyz 0 1
C -6.1413 -0.2220 1.6905
C -5.8346 0.9623 0.7804
C -5.4033 0.5544 -0.6435
N -3.9873 0.3886 -0.8949
C -3.1982 1.5979 -0.8243
C -1.8416 1.3377 -1.4908
N -1.1734 0.2529 -0.8122
C -0.0273 0.2782 -0.1050
O 0.3909 -0.7229 0.4592
C 0.8022 1.5664 -0.1120
C 1.6761 1.5950 1.1472
C 2.8111 2.6139 1.0422
N 3.5818 2.4635 -0.1659
S 4.9281 1.4882 -0.1284
O 5.6630 1.8514 1.0464
O 5.5528 1.6025 -1.4122
C 4.3229 -0.1901 0.0812
C 4.1223 -0.6655 1.3661
C 3.4348 -1.8491 1.5913
C 2.9444 -2.5086 0.4787
C 3.2056 -2.0439 -0.8209
C 3.9062 -0.8809 -1.0475
O 2.6087 -2.8761 -1.7194
C 1.9471 -3.8409 -1.0170
O 1.2944 -4.7169 -1.5072
N 2.1750 -3.6334 0.3261
C 1.5635 -4.4109 1.3669
C 2.7968 2.5282 -1.3709
C 1.6576 1.5061 -1.3887
C -1.9761 -0.9563 -0.8311
C -3.3310 -0.6836 -0.1767
H -6.4932 0.1305 2.6580
H -5.2627 -0.8398 1.8534
H -6.9196 -0.8429 1.2519
H -6.7325 1.5784 0.7025
H -5.0571 1.5814 1.2318
H -5.7485 1.3142 -1.3508
H -5.8893 -0.3887 -0.9091
H -3.0185 1.9314 0.2144
H -3.7203 2.3939 -1.3591
H -2.0164 1.0344 -2.5292
H -1.2426 2.2449 -1.4882
H 0.1731 2.4594 -0.1221
H 2.0816 0.5957 1.2999
H 1.0548 1.8375 2.0117
H 2.4038 3.6322 1.0530
H 3.5065 2.5102 1.8752
H 4.5061 -0.0802 2.1866
H 3.2569 -2.2160 2.5884
H 4.1254 -0.5053 -2.0330
H 0.9848 -5.1998 0.8886
H 0.9035 -3.7794 1.9638
H 2.3270 -4.8530 2.0089
H 2.3897 3.5436 -1.4502
H 3.4812 2.3601 -2.2028
H 2.0748 0.5025 -1.4697
H 1.0313 1.6811 -2.2657
H -2.1266 -1.2637 -1.8702
H -1.4326 -1.7337 -0.2940
H -3.1617 -0.4349 0.8855
H -3.9501 -1.5799 -0.2372
*
```

Results of the Löwdin charge analysis, in e, for atoms 1 through 2: -0.1130, -0.2338



Entry 4:
# C21H30N4S3

C21H30N4S3 in the gas phase (ωB97M-V with the def2-TZVPD basis set, the OMol25 dataset).

Computed properties:
* SMILES: CSc1cccc(NC(=S)N(CCCN2CCN(C)CC2)Cc2cccs2)c1
* E: -2231.78899 a.u.
* HOMO energy: -0.284 Ha
* energy above the lowest of the compared OMol25 structures with the same formula, charge and spin: 3.9 kcal per mole

Geometry as ORCA input:
```
! RIJCOSX wB97M-V def2-TZVPD def2/J DEFGRID3
* xyz 0 1
C 5.0504 -4.1426 5.9335
S 4.8983 -2.8862 4.6334
C 3.2576 -3.1118 4.0111
C 2.3375 -4.0056 4.5394
C 1.0731 -4.0779 3.9804
C 0.7092 -3.2871 2.9083
C 1.6395 -2.4068 2.3613
N 1.3497 -1.5401 1.3073
C 0.4847 -1.7045 0.2635
S -0.2924 -3.1370 -0.0366
N 0.3215 -0.6237 -0.5368
C 0.7932 0.7034 -0.1985
C 0.0949 1.2972 1.0317
C -1.4290 1.3017 0.8821
N -1.8719 1.8347 -0.3945
C -3.2812 1.5685 -0.6292
C -3.6589 2.0029 -2.0408
N -3.4078 3.4209 -2.2039
C -3.8288 3.8994 -3.5010
C -2.0074 3.6953 -1.9516
C -1.6418 3.2614 -0.5365
C -0.4556 -0.7143 -1.7565
C 0.3760 -0.3904 -2.9503
C 0.0425 0.3571 -4.0365
C 1.0817 0.4446 -4.9911
C 2.1936 -0.2305 -4.6105
S 1.9956 -0.9990 -3.0839
C 2.9057 -2.3167 2.9289
H 6.0683 -4.0596 6.3020
H 4.8892 -5.1305 5.5121
H 4.3497 -3.9352 6.7372
H 2.5847 -4.6372 5.3767
H 0.3522 -4.7647 4.3980
H -0.2824 -3.3557 2.4967
H 2.0400 -0.8096 1.1948
H 1.8812 0.7127 -0.0521
H 0.5769 1.3355 -1.0600
H 0.3377 0.7217 1.9264
H 0.4698 2.3110 1.1789
H -1.8687 1.8547 1.7311
H -1.7838 0.2689 0.9403
H -3.4653 0.4970 -0.5168
H -3.9162 2.1102 0.0925
H -4.7221 1.8144 -2.2063
H -3.0822 1.4039 -2.7707
H -3.2871 3.4167 -4.3306
H -3.6606 4.9740 -3.5555
H -4.8935 3.7063 -3.6228
H -1.8373 4.7692 -2.0591
H -1.3544 3.1640 -2.6693
H -0.5880 3.4805 -0.3589
H -2.2480 3.8370 0.1844
H -1.2980 -0.0183 -1.7016
H -0.8370 -1.7406 -1.8195
H -0.9175 0.8277 -4.1560
H 1.0009 0.9905 -5.9141
H 3.1261 -0.3302 -5.1291
H 3.6357 -1.6269 2.5285
*
```

Results of the Löwdin charge analysis, in e, for atoms 1 through 2: -0.4033, 0.8819



Number 1: frontier orbital gap 8.150 eV. Number 2: frontier orbital gap 5.146 eV. Number 3: frontier orbital gap 9.090 eV. Number 4: frontier orbital gap 8.271 eV.